Entry 1:
A structure of composition C46H38Br2CaF5IN4O3Se at a distorted geometry, computed with the ωB97M-V functional and the def2-TZVPD basis.

Geometry as ORCA input:
```
! RIJCOSX wB97M-V def2-TZVPD def2/J DEFGRID3
* xyz 0 1
I -0.38 -2.95 2.25
Br -2.79 -1.37 4.29
Br -3.63 -1.26 0.33
Se 2.33 -1.47 -2.08
Ca 0.11 0.22 -0.55
F 5.13 2.29 -4.42
F 4.55 -1.74 -6.78
F 5.63 0.76 -6.61
F 3.06 -2.71 -4.78
F 3.60 1.35 -2.43
O -3.05 5.49 -4.32
O -3.07 0.77 -4.12
O -2.83 4.58 1.46
N -1.59 -1.91 -1.40
N -1.10 1.61 -1.99
N -1.55 3.80 -2.65
N -1.74 3.24 -0.44
C 4.62 1.05 -4.50
C -1.48 1.81 3.47
C -1.04 -2.50 -2.46
C 2.53 1.34 2.26
C -0.88 1.08 2.46
C -2.87 -5.21 5.80
C 3.57 -1.48 -4.65
C 3.30 1.46 1.11
C 3.85 0.55 -3.48
C -1.72 0.93 -4.30
C -0.64 5.80 -1.55
C -1.59 2.65 0.85
C -1.31 7.97 -2.31
C -2.90 -2.07 -1.22
C -2.43 -3.21 4.55
C 4.88 0.28 -5.62
C -3.12 -3.88 5.55
C 0.02 0.82 -5.98
C -0.90 1.46 1.11
C -3.12 -3.37 -3.19
C -2.14 3.00 3.17
C 2.41 0.10 2.88
C 3.31 -0.74 -3.50
C 0.96 1.22 -5.04
C -1.49 5.20 -2.49
C 3.06 -1.01 2.36
C 3.95 0.35 0.59
C -1.41 2.83 -1.67
C -1.75 -3.27 -3.38
C -4.08 4.58 -3.92
C 3.82 -0.89 1.21
C -2.24 6.01 -3.34
C -3.71 -2.77 -2.09
C -1.30 0.68 -5.61
C -0.56 7.18 -1.45
C -3.69 0.82 -2.84
C -1.02 -3.92 -4.52
C -0.78 1.33 -3.35
C -1.47 -3.89 3.80
C 4.33 -0.99 -5.70
C -2.14 7.39 -3.25
C 0.56 1.47 -3.75
C -1.21 -5.22 4.06
C -2.65 5.71 2.29
C -2.19 3.41 1.86
C -1.90 -5.89 5.06
H -0.44 -3.18 -5.07
H -0.02 5.17 -0.93
H 0.02 -2.34 -2.60
H -3.84 1.85 -2.51
H -2.73 7.99 -3.93
H 1.83 0.02 3.79
H -4.97 4.86 -4.47
H -1.45 1.47 4.50
H -1.69 -6.93 5.25
H -3.12 0.28 -2.10
H -2.05 0.38 -6.33
H -0.36 0.17 2.75
H -4.28 4.67 -2.85
H -3.74 -3.92 -3.89
H -3.82 3.55 -4.16
H -1.70 -4.43 -5.19
H -3.86 -3.34 6.12
H -1.54 3.46 -3.60
H -4.66 0.35 -2.98
H 4.33 -1.75 0.80
H 2.04 2.21 2.68
H -3.42 -5.73 6.58
H -4.78 -2.83 -1.91
H -1.59 5.91 2.45
H -3.10 6.55 1.77
H -0.46 -5.74 3.48
H 2.00 1.34 -5.32
H -2.15 4.16 -0.37
H 2.97 -1.97 2.86
H 1.27 1.81 -3.01
H -0.31 -4.66 -4.13
H 0.10 7.62 -0.73
H 3.43 2.43 0.64
H 4.56 0.44 -0.30
H -3.13 5.59 3.26
H -2.61 3.58 3.95
H 0.31 0.61 -7.00
H -1.25 9.05 -2.24
*
```

Values from the calculation:
* E_LUMO: 0.15 eV
* E_HOMO: -7.107 eV
* DFT total energy: -11244.54665 hartree
* orbital gap: 7.260 eV

Entry 2:
A cluster of 8 separate species, C46H39INO32P in total at a distorted geometry, computed with the ωB97M-V functional and the def2-TZVPD basis.

Geometry as ORCA input:
```
! RIJCOSX wB97M-V def2-TZVPD def2/J DEFGRID3
* xyz 0 1
I 3.95 -4.08 4.43
P 1.74 -2.62 6.44
O -7.25 1.00 0.02
O 6.99 -7.17 0.19
O -1.89 -1.41 1.83
O -5.23 4.64 -8.95
O 0.61 -2.09 7.31
O -4.57 4.79 -6.34
O -8.59 2.73 4.17
O -1.31 5.89 -4.57
O -4.74 1.67 0.71
O 1.15 -3.98 5.69
O -4.30 -5.60 -0.31
O 2.09 -1.40 5.35
O -9.03 5.36 -5.00
O 3.68 1.79 3.96
O -4.11 2.70 -2.55
O 3.02 -2.92 7.45
O 7.58 -3.25 2.71
O 5.03 0.33 -4.11
O 6.98 -4.30 -5.75
O -3.85 -0.94 0.04
O 2.39 6.94 2.43
O -2.40 -6.06 1.55
O 4.32 6.43 4.24
O 1.83 2.29 2.09
O 3.75 -0.92 -6.13
O -9.69 5.12 -7.60
O 8.21 -3.09 -3.68
O -2.41 2.33 -0.49
O 0.41 5.45 -2.55
O 7.82 -6.00 -2.09
O 8.33 -2.06 0.40
O -6.09 3.48 4.82
N 1.32 -0.44 3.36
C 2.37 3.26 2.58
C -2.77 4.31 -3.63
C 5.49 -0.74 -4.46
C 7.31 -6.00 0.27
C -5.33 2.61 2.79
C -2.09 -3.75 1.76
C 6.66 -1.34 -3.82
C -8.51 5.06 -7.34
C -2.44 -2.39 1.37
C 7.27 -5.25 1.53
C -0.94 3.88 -1.44
C -2.71 -4.80 1.21
C -8.06 5.17 -5.92
C 2.67 5.67 2.75
C 0.87 -1.16 4.59
C -7.73 2.49 3.35
C 4.06 4.09 4.17
C 1.46 -5.76 4.10
C 7.13 -2.51 -4.25
C -1.63 5.00 -3.61
C 2.03 4.64 2.20
C 4.84 -1.49 -5.58
C -2.09 3.19 -1.46
C -7.48 4.88 -8.37
C 8.04 -3.24 0.33
C -4.15 -3.25 -0.20
C 7.61 -3.96 1.56
C 5.31 -2.65 -6.01
C -8.01 1.84 2.07
C 8.11 -4.00 -0.92
C 7.77 -5.28 -0.95
C -3.53 -2.21 0.36
C 3.42 3.06 3.61
C -0.62 4.82 -2.52
C 3.75 5.46 3.77
C -7.02 1.59 1.21
C -3.08 3.36 -2.57
C -5.61 1.94 1.52
C 2.13 -4.93 5.26
C -3.78 -4.62 0.18
C -6.19 4.80 -8.03
C -6.31 2.87 3.65
C -6.78 5.09 -5.58
C -0.10 -5.81 4.35
C -5.75 4.89 -6.60
C 6.50 -3.25 -5.39
H -3.28 1.97 -0.73
H 0.63 -0.72 2.65
H -2.98 -6.63 1.02
H 7.87 -2.36 2.46
H -9.86 5.38 -5.50
H 4.85 -3.20 -6.82
H -0.44 6.24 -4.32
H -6.96 3.55 5.25
H 0.40 -2.11 4.25
H 3.08 1.24 3.42
H -7.81 4.82 -9.40
H 6.95 -5.79 2.42
H 0.19 -0.54 5.19
H -4.39 4.61 -8.45
H -4.30 2.88 2.99
H 7.52 -6.90 -1.85
H -3.26 -0.38 0.57
H 2.20 -0.90 3.11
H -0.22 3.76 -0.65
H -1.32 -3.86 2.50
H -0.59 -6.55 3.69
H 8.34 -3.93 -4.17
H 8.44 -3.47 -1.80
H 2.42 -5.66 6.04
H -0.30 -6.14 5.39
H 2.99 7.49 2.96
H 3.61 -0.09 -5.64
H 4.83 3.96 4.92
H 1.57 -5.21 3.14
H -6.44 5.17 -4.55
H 1.26 4.77 1.46
H 2.60 -3.01 8.32
H -0.57 -4.84 4.12
H -4.94 -3.14 -0.93
H 7.11 -0.80 -3.00
H -9.04 1.59 1.86
H -6.38 0.93 -0.41
H 1.90 -6.76 3.98
H -3.50 4.44 -4.42
*
```

Values from the calculation:
* SMILES: CC[C@@H](I)O[P@@](=O)(O)OCN.O=C1C=C(O)C(=O)C=C1O.O=C1C=C(O)C(=O)C=C1O.O=C1C=C(O)C(=O)C=C1O.O=C1C=C(O)C(=O)C=C1O.O=C1C=C(O)C(=O)C=C1O.O=C1C=C(O)C(=O)C=C1O.O=C1C=C(O)C(=O)C=C1O
* E_LUMO: -1.82 eV
* E_HOMO: -9.422 eV
* DFT total energy: -4877.80159 hartree
* orbital gap: 7.603 eV

Entry 3:
A structure of composition C46H40BrClKN4O6Sb at a distorted geometry, computed with the ωB97M-V functional and the def2-TZVPD basis.

Geometry as ORCA input:
```
! RIJCOSX wB97M-V def2-TZVPD def2/J DEFGRID3
* xyz -2 1
Sb 2.05 -2.15 1.51
Br -2.44 -0.78 -1.93
K 0.77 0.29 -1.46
Cl 0.79 -2.81 -2.25
O 1.27 1.16 0.81
O 0.48 -1.96 -1.08
O -0.09 -3.95 -2.26
O 1.95 0.78 3.27
O 2.18 -3.23 -2.16
O 0.59 -1.98 -3.43
N -1.56 0.93 0.44
N -0.96 1.53 1.46
N 1.92 2.32 -2.65
N -1.02 2.58 -2.76
C -4.84 -0.10 -0.59
C 0.35 4.02 2.89
C -4.26 5.57 -0.30
C 0.38 2.13 1.27
C 1.85 -5.20 0.50
C 1.80 2.61 4.78
C 5.77 -2.65 -0.92
C -3.06 3.78 -2.09
C 3.21 2.50 -2.98
C -2.56 3.93 -0.79
C 5.07 -3.67 5.19
C 3.78 -1.92 0.25
C 3.26 -4.16 3.67
C -5.78 -0.68 -1.57
C -6.95 -1.27 -1.10
C 1.35 3.89 5.05
C 4.64 -2.93 -0.16
C -2.79 0.63 0.51
C 4.09 -0.60 -0.10
C -6.54 -1.14 -3.82
C -7.69 -1.76 -3.33
C -4.16 4.54 -2.47
C 6.06 -1.33 -1.26
C 1.53 1.97 3.53
C 4.30 -2.00 3.63
C -5.60 -0.60 -2.95
C 3.35 -2.88 3.11
C 3.38 3.37 -4.07
C -0.79 -5.43 1.31
C 0.76 2.73 2.59
C 5.15 -2.39 4.65
C -3.51 -0.02 -0.59
C -4.76 5.43 -1.59
C 1.23 3.09 -3.55
C 0.63 4.63 4.11
C 1.24 -4.11 1.12
C 5.23 -0.31 -0.85
C -0.17 -6.50 0.70
C 1.16 -6.38 0.29
C 2.09 3.74 -4.44
C 4.12 -4.55 4.69
C -0.10 -4.24 1.52
C -3.16 4.82 0.09
C -2.43 2.78 -3.03
C -7.89 -1.82 -1.96
C -0.21 3.15 -3.58
H -0.71 -7.42 0.52
H -0.61 -3.40 1.97
H -7.11 -1.32 -0.02
H -8.41 -2.19 -4.01
H -5.32 0.32 0.30
H 4.36 -0.99 3.24
H 4.32 3.66 -4.53
H 3.99 1.99 -2.42
H -6.38 -1.08 -4.89
H -1.70 3.35 -0.50
H 1.59 4.33 6.01
H -3.39 0.89 1.39
H 4.45 -3.96 0.11
H -2.95 1.82 -2.89
H 5.88 -1.68 5.04
H -1.83 -5.50 1.61
H -1.50 1.82 2.27
H 4.04 -5.55 5.10
H 5.74 -3.97 5.99
H 1.79 4.40 -5.25
H 0.30 2.89 0.49
H -0.62 3.73 -4.42
H -8.78 -2.29 -1.56
H 3.44 0.21 0.21
H 6.42 -3.45 -1.24
H 0.30 5.64 4.32
H -5.61 6.01 -1.91
H 1.62 0.76 1.68
H -4.55 4.43 -3.48
H -2.76 4.92 1.10
H -4.72 6.27 0.39
H -2.62 3.08 -4.07
H 2.37 2.04 5.51
H 5.44 0.72 -1.11
H 2.53 -4.86 3.29
H 6.94 -1.11 -1.86
H 2.87 -5.13 0.16
H -4.72 -0.12 -3.35
H -0.20 4.58 2.13
H 1.65 -7.21 -0.20
*
```

Values from the calculation:
* E_LUMO: 3.80 eV
* ΔE to the lowest compared entry with this formula, charge and spin: 24.3 kcal/mol
* E_HOMO: -2.288 eV
* DFT total energy: -6321.55607 hartree
* orbital gap: 6.085 eV

Entry 4:
A structure of composition C46H40CrN3O3SSb2 at a distorted geometry, computed with the ωB97M-V functional and the def2-TZVPD basis.

Geometry as ORCA input:
```
! RIJCOSX wB97M-V def2-TZVPD def2/J DEFGRID3
* xyz -1 5
Sb -1.40 2.07 -2.21
Sb 0.47 -0.04 2.45
Cr -1.59 -1.41 0.05
S -3.86 -0.09 -0.56
O -2.52 -1.62 1.72
O 0.01 -1.06 -0.99
O -4.58 -1.18 3.20
N -0.82 -3.06 0.76
N -1.50 -3.64 1.79
N -2.42 -1.86 -1.74
C -5.06 -4.08 5.32
C 2.61 1.83 3.95
C 2.16 -1.51 0.26
C 2.22 -3.72 -2.94
C -3.47 -1.03 -1.94
C 1.71 2.70 -2.48
C -5.23 -2.84 4.74
C 1.44 -4.18 -1.85
C 2.83 -0.50 4.39
C -4.35 -2.39 3.75
C -2.17 4.86 -1.07
C -4.12 -0.95 -3.18
C 1.97 -0.17 0.89
C -0.23 2.57 0.79
C -3.13 -4.46 3.96
C 2.55 -2.42 -3.06
C 0.79 1.21 -4.11
C 2.94 2.65 -3.12
C -2.39 -2.81 2.27
C -2.62 -2.63 -3.99
C 3.99 0.72 -0.19
C -2.18 6.25 -0.93
C 3.97 -0.26 5.14
C 0.85 -3.34 -0.92
C -0.30 2.01 2.21
C -4.01 -4.90 4.93
C 1.14 -1.84 -0.93
C 3.76 2.08 4.70
C 2.13 0.54 3.78
C -3.69 -1.76 -4.21
C 4.29 -0.43 -0.77
C 3.09 1.89 -4.27
C 2.79 0.86 0.64
C -0.04 -3.85 0.03
C -1.26 1.84 -0.06
C 3.32 -1.56 -0.77
C -1.36 4.24 -2.02
C -3.28 -3.21 3.35
C 2.29 -1.49 -1.94
C -2.01 -2.64 -2.75
C -0.59 5.04 -2.85
C 0.62 1.98 -2.96
C 4.44 1.03 5.30
C 2.01 1.17 -4.77
C -1.38 7.03 -1.75
C -0.59 6.42 -2.71
H 0.04 4.58 -3.61
H 1.59 3.33 -1.60
H -4.93 -0.25 -3.28
H 0.21 2.64 2.93
H -5.76 -4.41 6.08
H 4.12 3.10 4.80
H 2.12 0.57 -5.67
H 4.05 1.85 -4.78
H -2.31 -5.09 3.63
H -2.26 2.07 0.29
H 1.20 -5.24 -1.79
H 0.77 2.44 0.37
H 3.09 -2.05 -3.93
H 5.34 1.23 5.87
H -1.37 8.11 -1.64
H 5.21 -0.56 -1.34
H -2.81 6.71 -0.18
H 2.18 -0.46 -2.26
H 2.48 -1.52 4.26
H -4.18 -1.73 -5.17
H 0.03 7.03 -3.36
H -0.14 -4.92 0.16
H -0.05 0.63 -4.49
H 2.17 -2.29 1.02
H 2.10 2.67 3.50
H 3.77 3.22 -2.73
H 2.50 -4.43 -3.71
H -1.16 -3.28 -2.54
H -2.81 4.26 -0.43
H -3.92 -1.06 2.48
H -1.14 0.74 0.11
H -0.46 3.64 0.79
H -1.35 1.94 2.51
H -2.25 -3.28 -4.77
H 4.66 1.57 -0.24
H 3.83 -2.53 -0.76
H -6.05 -2.18 5.02
H 2.65 1.81 1.14
H 4.50 -1.09 5.60
H -3.89 -5.87 5.38
*
```

Values from the calculation:
* E_LUMO (alpha / beta): 2.21 / 2.12 eV
* ΔE to the lowest compared entry with this formula, charge and spin: 22.5 kcal/mol
* E_HOMO (alpha / beta): -3.384 / -4.882 eV
* DFT total energy: -4090.04485 hartree
* orbital gap (alpha / beta): 5.598 / 6.999 eV